(1)
C21H25N2O | ωB97M-V/def2-TZVPD

CARTESIAN COORDINATES (ANGSTROEM)
1 C 5.4307 -1.7488 -0.3508
2 C 4.5648 -0.5187 -0.2264
3 O 5.1516 0.5764 -0.2058
4 N 3.1807 -0.7910 -0.1142
5 C 2.2468 0.1727 0.0313
6 C 2.7813 1.5822 -0.0461
7 N 1.0308 -0.3662 0.1205
8 C -0.3187 0.4009 0.5130
9 C -1.3374 -0.3627 1.2280
10 C -0.9657 -1.3415 2.2276
11 C -1.9148 -2.0665 2.9372
12 C -3.3137 -1.7925 2.7842
13 C -4.3121 -2.5223 3.6930
14 C -3.7041 -0.8181 1.8244
15 C -2.7350 -0.1455 1.0716
16 C -0.6210 1.1427 -0.7108
17 C 0.0359 2.3779 -1.1363
18 C -0.4229 3.1067 -2.2253
19 C -1.6083 2.7362 -2.9117
20 C -2.1534 3.7293 -3.9502
21 C -2.2685 1.5281 -2.5214
22 C -1.7227 0.7262 -1.5005
23 C 1.1671 -1.8128 -0.0042
24 C 2.6264 -2.1421 -0.1415
25 H 4.8292 -2.6486 -0.4411
26 H 6.0248 -1.6243 -1.2685
27 H 6.0519 -1.8174 0.5576
28 H 3.8833 1.4757 -0.0548
29 H 2.4937 2.0931 -0.9726
30 H 2.5197 2.2055 0.8190
31 H 0.4810 0.9434 1.2645
32 H 0.0890 -1.4446 2.4491
33 H -1.5798 -2.7713 3.7026
34 H -5.2953 -2.5186 3.2450
35 H -3.9716 -3.5432 3.8388
36 H -4.3828 -2.0235 4.6644
37 H -4.7841 -0.5427 1.7371
38 H -3.0725 0.6549 0.4270
39 H 0.9008 2.7465 -0.5670
40 H 0.0670 4.0806 -2.4789
41 H -3.2121 3.5597 -4.1507
42 H -2.0062 4.7641 -3.6187
43 H -1.5928 3.5892 -4.8763
44 H -3.2720 1.2987 -2.9326
45 H -2.1982 -0.2507 -1.2949
46 H 0.7301 -2.3474 0.8479
47 H 0.6195 -2.1712 -0.8820
48 H 2.9963 -2.7411 0.6741
49 H 2.8632 -2.6177 -1.0747

The energy relative to the best compared isomer or geometry (same formula, charge and spin) is 102.97 kJ/mol. Its HOMO-LUMO gap is 8.390 eV. Its SMILES is CC(=O)[N+]1=C(C)N(C(c2ccc(C)cc2)c2ccc(C)cc2)CC1. The charge is +1. The value obtained for the HOMO energy is -0.429 Eh.

List of Mulliken charges in e, atom by atom: number 1, C, carries -1.1321; number 2, C, carries 0.7707; number 3, O, carries -0.6125; number 4, N, carries 0.0752; number 5, C, carries 1.1902; number 6, C, carries -2.0323; number 7, N, carries 0.0573; number 8, C, carries 0.6180; number 9, C, carries -0.1781; number 10, C, carries -0.5056; number 11, C, carries -1.1333; number 12, C, carries 0.9476; number 13, C, carries -1.3846; number 14, C, carries -1.0974; number 15, C, carries -0.3550; number 16, C, carries 0.2448; number 17, C, carries -0.3550; number 18, C, carries -1.1782; number 19, C, carries 0.9378; number 20, C, carries -1.4094; number 21, C, carries -1.0891; number 22, C, carries -0.7122; number 23, C, carries -0.6503; number 24, C, carries -0.8977; number 25, H, carries 0.2907; number 26, H, carries 0.3546; number 27, H, carries 0.3067; number 28, H, carries 0.5529; number 29, H, carries 0.5492; number 30, H, carries 0.4998; number 31, H, carries 0.4294; number 32, H, carries 0.6853; number 33, H, carries 0.3577; number 34, H, carries 0.3897; number 35, H, carries 0.3873; number 36, H, carries 0.2795; number 37, H, carries 0.3316; number 38, H, carries 0.6315; number 39, H, carries 0.9193; number 40, H, carries 0.2991; number 41, H, carries 0.3632; number 42, H, carries 0.3733; number 43, H, carries 0.3093; number 44, H, carries 0.3355; number 45, H, carries 0.6484; number 46, H, carries 0.3680; number 47, H, carries 0.2493; number 48, H, carries 0.4603; number 49, H, carries 0.5096

***

(2)
C4H10O2 | ωB97M-V/def2-TZVPD

CARTESIAN COORDINATES (ANGSTROEM)
1 C -0.1814 0.0084 0.2355
2 C 3.4111 0.6427 -0.3623
3 O -2.6238 -1.5291 -0.2912
4 C 2.1207 0.8154 -0.0197
5 C 1.2055 -0.2202 -0.0876
6 H -0.7071 -0.1943 -0.7135
7 H -0.3599 0.9912 0.6524
8 H -0.5835 -0.7462 0.9178
9 H 3.7775 -0.3667 -0.5452
10 H 4.1566 1.3980 -0.5778
11 H -3.4108 -2.0947 -0.2929
12 H 1.7838 1.8250 0.1853
13 H 1.5046 -1.1800 -0.4956
14 H -3.9352 0.8267 0.3430
15 H -2.9068 -0.5473 0.1846
16 O -3.2513 0.3710 0.8673

As for the spin multiplicity: 2. As for the expectation value of S²: 0.76. The energy relative to the best compared isomer or geometry (same formula, charge and spin) is 374.39 kJ/mol. Its HOMO-LUMO gap (alpha / beta) is 8.618 / 8.163 eV. The charge is +1. The value obtained for the HOMO energy (alpha / beta) is -0.567 / -0.550 Eh.

List of Mulliken charges in e, atom by atom: number 1, C, carries -1.0446; number 2, C, carries -0.5992; number 3, O, carries -0.5746; number 4, C, carries 0.0569; number 5, C, carries 0.3535; number 6, H, carries 0.3116; number 7, H, carries 0.3396; number 8, H, carries 0.3765; number 9, H, carries 0.2420; number 10, H, carries 0.2945; number 11, H, carries 0.3234; number 12, H, carries 0.2998; number 13, H, carries 0.3721; number 14, H, carries 0.3417; number 15, H, carries 0.3967; number 16, O, carries -0.4899

***

(3)
C10H21N5 | ωB97M-V/def2-TZVPD

CARTESIAN COORDINATES (ANGSTROEM)
1 H -1.4629 -1.3281 1.5141
2 N -0.5449 -1.4614 1.1312
3 C 0.1659 -0.4186 1.0862
4 N -0.1788 0.7256 1.7447
5 N -1.1165 0.7992 2.8176
6 N -2.1820 1.6617 2.4196
7 C -3.2452 1.9612 3.3771
8 C -4.3118 1.5184 2.3259
9 C -3.1006 1.2000 1.3902
10 N 1.3729 -0.4706 0.4213
11 C 1.5234 -1.4018 -0.7360
12 C 0.6418 -0.9244 -1.9145
13 C 1.3294 -1.0895 -3.2860
14 C 2.5954 -0.2734 -3.3215
15 C 3.3966 -0.2462 -2.0183
16 C 3.0274 -1.4358 -1.1170
17 H 0.5035 1.4721 1.6522
18 H -1.4211 -0.1540 3.0621
19 H -3.3147 3.0409 3.5668
20 H -3.2732 1.3700 4.3068
21 H -4.9175 0.6124 2.5092
22 H -4.9261 2.3707 1.9787
23 H -3.0730 0.1503 1.1540
24 H -3.0767 1.8087 0.4977
25 H 1.8668 0.4268 0.3629
26 H 1.2561 -2.4511 -0.4684
27 H 0.3700 0.1235 -1.7942
28 H -0.2728 -1.4841 -1.8988
29 H 1.5807 -2.1462 -3.4601
30 H 0.6845 -0.7324 -4.1049
31 H 2.3765 0.7463 -3.5714
32 H 3.2235 -0.6558 -4.1423
33 H 3.2143 0.7158 -1.5240
34 H 4.5004 -0.2538 -2.1634
35 H 3.2680 -2.3810 -1.6339
36 H 3.5205 -1.3951 -0.1636

The energy relative to the best compared isomer or geometry (same formula, charge and spin) is 0.00 kJ/mol. Its HOMO-LUMO gap is 8.989 eV. Its SMILES is [H]/N=C(\NNN1CCC1)NC1CCCCC1. The charge is 0. The value obtained for the HOMO energy is -0.295 Eh.

List of Mulliken charges in e, atom by atom: number 1, H, carries 0.1784; number 2, N, carries -0.8265; number 3, C, carries 0.6111; number 4, N, carries 0.0121; number 5, N, carries -0.6248; number 6, N, carries 0.0645; number 7, C, carries -0.5125; number 8, C, carries -0.4252; number 9, C, carries -0.4492; number 10, N, carries -0.2269; number 11, C, carries 0.1563; number 12, C, carries -0.8751; number 13, C, carries -0.8010; number 14, C, carries -0.6226; number 15, C, carries -0.4946; number 16, C, carries -1.1173; number 17, H, carries 0.1717; number 18, H, carries 0.3388; number 19, H, carries 0.2558; number 20, H, carries 0.2938; number 21, H, carries 0.2313; number 22, H, carries 0.2309; number 23, H, carries 0.1792; number 24, H, carries 0.2627; number 25, H, carries 0.2808; number 26, H, carries 0.2357; number 27, H, carries 0.2964; number 28, H, carries 0.4212; number 29, H, carries 0.3144; number 30, H, carries 0.3831; number 31, H, carries 0.3076; number 32, H, carries 0.2740; number 33, H, carries 0.2397; number 34, H, carries 0.3682; number 35, H, carries 0.4090; number 36, H, carries 0.4589

***

(4)
C4H9O2 | ωB97M-V/def2-TZVPD

CARTESIAN COORDINATES (ANGSTROEM)
1 O -0.7914 1.2552 1.6378
2 C -0.4503 -0.0176 1.7438
3 C -0.6316 -0.8805 0.4753
4 C 0.3696 -0.5815 -0.6243
5 C 0.4368 0.9024 -0.9209
6 O 1.2013 1.1750 -2.1351
7 H 0.6279 -0.2178 2.0427
8 H -0.9995 -0.6211 2.5378
9 H -0.5709 -1.9148 0.8562
10 H -1.6685 -0.7316 0.1834
11 H 1.3254 -0.8986 -0.2318
12 H 0.2104 -1.1582 -1.5436
13 H 0.8929 1.4798 -0.1240
14 H -0.5726 1.2694 -1.0350
15 H 0.6206 0.9398 -2.8623

The energy relative to the best compared isomer or geometry (same formula, charge and spin) is 226.32 kJ/mol. Its HOMO-LUMO gap is 6.115 eV. Its SMILES is [O-]CCCCO. The charge is -1. The value obtained for the HOMO energy is -0.086 Eh.

List of Mulliken charges in e, atom by atom: number 1, O, carries -0.8368; number 2, C, carries -0.5638; number 3, C, carries -0.6576; number 4, C, carries -0.3697; number 5, C, carries -0.4946; number 6, O, carries -0.5535; number 7, H, carries 0.1627; number 8, H, carries 0.2759; number 9, H, carries 0.3550; number 10, H, carries 0.3115; number 11, H, carries 0.2007; number 12, H, carries 0.2790; number 13, H, carries 0.2989; number 14, H, carries 0.2949; number 15, H, carries 0.2977

***

(5)
C3H11N5O2 | ωB97M-V/def2-TZVPD

CARTESIAN COORDINATES (ANGSTROEM)
1 C -0.0241 -1.9262 0.3133
2 C -0.8642 1.8902 -0.1193
3 C 0.0133 0.9479 -0.8988
4 N 0.8341 -2.2134 -0.6188
5 N -1.5673 2.7533 0.2188
6 N -1.2910 -2.3063 0.1951
7 N 2.2234 -1.7646 -0.5305
8 N -2.2145 3.6015 0.9360
9 O 0.3597 -1.5348 1.4635
10 O 1.4024 1.0840 -0.4669
11 H -0.0641 1.2281 -2.0142
12 H -0.2198 -0.0828 -0.5729
13 H -0.2893 -1.5384 2.1241
14 H 2.3418 -0.7061 -0.6390
15 H -1.7844 -2.8241 -0.5592
16 H -1.8939 -2.5179 0.9494
17 H 2.7372 -2.1517 -1.3122
18 H 2.7569 -2.0952 0.2897
19 H -2.2217 4.5578 0.5255
20 H -2.9224 3.3762 1.6575
21 H 1.9622 1.7894 -0.9523

The energy relative to the best compared isomer or geometry (same formula, charge and spin) is 0.00 kJ/mol. Its HOMO-LUMO gap is 9.856 eV. The charge is +2. The value obtained for the HOMO energy is -0.633 Eh.

List of Mulliken charges in e, atom by atom: number 1, C, carries 0.4824; number 2, C, carries 0.2011; number 3, C, carries 0.4277; number 4, N, carries -0.6460; number 5, N, carries 0.5203; number 6, N, carries -0.3964; number 7, N, carries -0.0339; number 8, N, carries -0.7000; number 9, O, carries -0.3967; number 10, O, carries -0.6006; number 11, H, carries 0.4000; number 12, H, carries -0.1075; number 13, H, carries 0.3241; number 14, H, carries 0.3191; number 15, H, carries 0.2704; number 16, H, carries 0.1969; number 17, H, carries 0.3753; number 18, H, carries 0.3947; number 19, H, carries 0.3035; number 20, H, carries 0.3040; number 21, H, carries 0.3615

***

Q: The lowest charge belongs to which entry?
A: C4H9O2

***

Q: Which formula does entry 2 have?
A: C4H10O2

***

Repeat the fifth record exactly.
C3H11N5O2 | ωB97M-V/def2-TZVPD

CARTESIAN COORDINATES (ANGSTROEM)
1 C -0.0241 -1.9262 0.3133
2 C -0.8642 1.8902 -0.1193
3 C 0.0133 0.9479 -0.8988
4 N 0.8341 -2.2134 -0.6188
5 N -1.5673 2.7533 0.2188
6 N -1.2910 -2.3063 0.1951
7 N 2.2234 -1.7646 -0.5305
8 N -2.2145 3.6015 0.9360
9 O 0.3597 -1.5348 1.4635
10 O 1.4024 1.0840 -0.4669
11 H -0.0641 1.2281 -2.0142
12 H -0.2198 -0.0828 -0.5729
13 H -0.2893 -1.5384 2.1241
14 H 2.3418 -0.7061 -0.6390
15 H -1.7844 -2.8241 -0.5592
16 H -1.8939 -2.5179 0.9494
17 H 2.7372 -2.1517 -1.3122
18 H 2.7569 -2.0952 0.2897
19 H -2.2217 4.5578 0.5255
20 H -2.9224 3.3762 1.6575
21 H 1.9622 1.7894 -0.9523

The energy relative to the best compared isomer or geometry (same formula, charge and spin) is 0.00 kJ/mol. Its HOMO-LUMO gap is 9.856 eV. The charge is +2. The value obtained for the HOMO energy is -0.633 Eh.

List of Mulliken charges in e, atom by atom: number 1, C, carries 0.4824; number 2, C, carries 0.2011; number 3, C, carries 0.4277; number 4, N, carries -0.6460; number 5, N, carries 0.5203; number 6, N, carries -0.3964; number 7, N, carries -0.0339; number 8, N, carries -0.7000; number 9, O, carries -0.3967; number 10, O, carries -0.6006; number 11, H, carries 0.4000; number 12, H, carries -0.1075; number 13, H, carries 0.3241; number 14, H, carries 0.3191; number 15, H, carries 0.2704; number 16, H, carries 0.1969; number 17, H, carries 0.3753; number 18, H, carries 0.3947; number 19, H, carries 0.3035; number 20, H, carries 0.3040; number 21, H, carries 0.3615